{"formula": "C36H68F9NO11S", "method": "ωB97M-V/def2-TZVPD", "species": ["C", "C", "C", "C", "C", "C", "C", "C", "O", "C", "O", "C", "C", "C", "C", "C", "C", "F", "F", "C", "F", "F", "S", "F", "F", "F", "F", "F", "C", "N", "C", "C", "C", "O", "C", "C", "O", "H", "H", "H", "H", "H", "H", "H", "H", "H", "H", "H", "H", "H", "H", "H", "H", "H", "H", "H", "H", "H", "H", "H", "H", "H", "H", "C", "C", "O", "H", "H", "H", "H", "H", "H", "C", "C", "O", "H", "H", "H", "H", "H", "H", "C", "C", "O", "H", "H", "H", "H", "H", "H", "C", "C", "O", "H", "H", "H", "H", "H", "H", "C", "C", "O", "H", "H", "H", "H", "H", "H", "C", "C", "O", "H", "H", "H", "H", "H", "H", "C", "C", "O", "H", "H", "H", "H", "H", "H"], "xyz": [[-6.224, 1.929, -0.839], [-5.099, 0.757, -0.823], [-3.995, 1.198, 0.267], [-4.006, 0.296, 1.611], [-5.418, 0.286, 2.376], [-5.288, -0.066, 3.967], [-4.049, -1.050, 4.167], [-4.177, -2.376, 3.634], [-5.359, -2.804, 2.957], [-2.928, -3.394, 3.760], [-3.066, -4.621, 3.991], [-1.495, -2.674, 3.576], [-0.298, -3.295, 2.836], [1.071, -2.532, 2.638], [2.182, -3.297, 1.802], [3.701, -2.948, 2.153], [4.434, -2.100, 0.970], [5.500, -1.404, 1.648], [3.414, -1.191, 0.511], [4.929, -3.040, -0.218], [3.771, -3.405, -0.984], [5.470, -4.294, 0.220], [6.171, -2.313, -1.415], [7.409, -2.304, -0.305], [6.580, -3.890, -1.889], [4.995, -2.338, -2.642], [5.734, -0.737, -1.135], [7.264, -1.754, -2.549], [1.154, -1.120, 3.244], [2.375, -0.309, 3.084], [3.029, -0.190, 4.450], [3.453, 1.328, 4.802], [-0.040, -0.427, 4.022], [0.071, 0.904, 4.547], [-1.352, -1.218, 4.171], [-2.669, -0.619, 4.890], [-2.614, 0.106, 5.908], [-6.358, 2.340, 0.221], [-5.864, 2.785, -1.527], [-7.223, 1.546, -1.261], [-4.596, 0.808, -1.864], [-5.524, -0.284, -0.637], [-4.041, 2.314, 0.533], [-2.965, 1.013, -0.232], [-3.128, 0.688, 2.253], [-3.737, -0.772, 1.267], [-6.049, -0.541, 1.872], [-5.911, 1.302, 2.203], [-5.124, 0.931, 4.512], [-6.235, -0.607, 4.313], [-5.824, -3.446, 3.538], [-0.403, -4.354, 2.397], [2.037, -4.425, 2.018], [1.909, -3.180, 0.688], [4.245, -3.950, 2.351], [3.839, -2.354, 3.133], [2.164, 0.664, 2.801], [2.368, -0.578, 5.296], [4.010, -0.805, 4.508], [2.765, 1.758, 5.622], [4.527, 1.357, 5.231], [3.428, 2.033, 3.907], [0.584, 1.447, 3.906], [7.011, -8.052, -2.622], [5.968, -8.127, -1.524], [6.276, -7.201, -0.490], [8.004, -8.270, -2.222], [6.788, -8.763, -3.421], [7.052, -7.045, -3.048], [5.945, -9.127, -1.087], [4.971, -7.898, -1.916], [6.286, -6.318, -0.882], [-3.526, 4.498, -4.213], [-4.763, 3.972, -4.913], [-5.795, 3.724, -3.967], [-3.173, 3.781, -3.467], [-2.722, 4.687, -4.929], [-3.748, 5.428, -3.681], [-4.542, 3.033, -5.425], [-5.129, 4.691, -5.653], [-5.992, 4.560, -3.524], [-10.672, 2.970, -3.573], [-9.624, 1.903, -3.820], [-9.162, 1.372, -2.584], [-10.261, 3.777, -2.961], [-11.032, 3.390, -4.516], [-11.524, 2.555, -3.026], [-8.766, 2.325, -4.348], [-10.032, 1.086, -4.423], [-9.923, 0.993, -2.126], [10.151, -0.833, -1.811], [11.202, -1.900, -2.043], [11.636, -2.442, -0.801], [10.550, -0.032, -1.184], [9.813, -0.406, -2.758], [9.288, -1.249, -1.286], [12.072, -1.477, -2.549], [10.805, -2.712, -2.661], [10.864, -2.823, -0.364], [4.704, -2.159, -6.227], [5.549, -0.909, -6.369], [5.066, 0.112, -5.505], [3.659, -1.945, -6.465], [5.062, -2.950, -6.891], [4.727, -2.526, -5.198], [5.506, -0.532, -7.394], [6.596, -1.114, -6.121], [5.116, -0.225, -4.600], [2.951, 6.309, 3.979], [1.885, 5.351, 3.487], [1.938, 4.135, 4.226], [3.944, 5.864, 3.878], [2.925, 7.245, 3.416], [2.808, 6.534, 5.040], [2.044, 5.112, 2.433], [0.887, 5.786, 3.596], [1.788, 4.353, 5.156], [-8.745, 5.914, -0.698], [-8.235, 4.511, -0.431], [-7.088, 4.556, 0.411], [-7.968, 6.520, -1.172], [-9.623, 5.893, -1.348], [-9.012, 6.413, 0.238], [-7.949, 4.023, -1.365], [-9.004, 3.901, 0.055], [-7.351, 4.980, 1.239]], "forces_ev_per_angstrom": [[0.02, -0.66, -0.24], [0.14, 1.95, -0.21], [0.75, -1.14, -0.15], [0.37, 0.29, -0.81], [0.38, -0.62, -0.36], [0.75, 0.20, -0.69], [-0.47, -2.41, -0.98], [1.26, 2.12, 1.27], [1.54, 0.18, 1.74], [-0.08, -1.43, 0.24], [0.47, 4.29, -1.08], [2.85, 1.75, -0.40], [-0.22, 2.42, 1.34], [-3.45, 1.54, 2.01], [-0.80, -0.33, 0.36], [0.50, -0.55, -0.12], [-1.78, 0.41, 3.24], [-2.02, -1.22, -2.40], [3.19, -1.67, 0.24], [-2.02, -2.64, -0.06], [2.70, 0.87, 2.26], [-1.25, 3.51, -0.43], [1.48, 0.35, -3.86], [-2.35, 0.06, -1.43], [-0.32, 2.52, 0.65], [2.19, 0.35, 1.62], [0.85, -2.53, 0.20], [-1.84, -0.92, 1.83], [-2.04, -0.98, -0.48], [-0.88, -0.32, 1.88], [1.41, 0.62, 0.97], [0.23, -0.06, 0.67], [-1.18, -3.01, -1.05], [0.08, -2.52, -1.65], [1.44, -0.80, -1.07], [0.44, 0.60, 0.75], [-0.42, -2.31, -3.59], [0.04, -0.61, -1.67], [-0.53, -1.37, 1.22], [1.51, 0.66, 0.67], [-0.84, -0.49, 1.64], [0.60, 1.42, -0.17], [-0.19, -1.59, -0.49], [-1.45, 0.41, 0.99], [-1.46, -0.68, -0.70], [-0.37, 1.57, 0.74], [0.85, 1.51, 0.85], [0.51, -1.43, 0.51], [-0.23, -1.74, -0.48], [1.35, 0.98, -0.35], [0.52, 0.37, -0.52], [0.15, 1.88, 0.82], [0.14, 1.87, -0.27], [0.71, 0.00, 1.73], [-0.63, 1.72, -0.64], [-0.43, -0.73, -1.92], [-0.06, -0.97, -0.03], [0.70, 0.48, -1.31], [-1.63, 0.75, -0.40], [0.99, -0.64, -1.44], [-1.74, -0.09, -0.75], [-0.03, -1.02, 1.11], [-0.31, -0.47, 0.61], [0.09, -0.11, -0.10], [0.14, 0.34, -0.17], [-0.04, 0.06, 0.20], [-0.11, -0.06, 0.00], [0.04, 0.07, -0.01], [-0.09, -0.06, -0.05], [-0.01, 0.17, 0.12], [-0.03, -0.18, -0.10], [0.01, -0.19, 0.10], [0.17, -0.03, 0.00], [0.02, 0.31, 0.26], [-0.23, -0.10, 0.00], [-0.03, 0.00, -0.12], [-0.01, 0.04, 0.07], [0.03, 0.02, -0.11], [-0.18, 0.01, 0.12], [0.15, -0.04, -0.15], [0.05, -0.20, -0.06], [-0.05, 0.13, -0.06], [-0.27, -0.02, 0.18], [0.05, -0.09, 0.09], [0.04, -0.05, -0.10], [-0.04, 0.00, 0.07], [-0.02, -0.01, -0.12], [0.05, -0.13, 0.19], [0.00, 0.10, -0.17], [0.19, 0.07, -0.09], [0.00, 0.19, -0.03], [-0.33, -0.03, 0.24], [0.16, -0.10, 0.09], [0.06, -0.05, -0.12], [-0.06, 0.00, 0.07], [0.11, 0.03, -0.14], [0.03, -0.14, 0.16], [0.00, 0.10, -0.18], [0.19, 0.08, -0.08], [-0.08, -0.15, -0.09], [-0.11, -0.17, 0.37], [0.01, 0.21, 0.03], [0.11, 0.02, -0.07], [-0.04, -0.01, 0.06], [0.10, -0.04, -0.08], [-0.02, 0.14, 0.16], [0.05, -0.11, -0.17], [-0.03, 0.08, -0.20], [0.12, 0.08, -0.06], [0.04, 0.19, 0.34], [-0.10, -0.26, -0.05], [-0.09, 0.03, -0.08], [0.02, -0.02, 0.08], [-0.07, 0.08, -0.07], [-0.05, -0.15, 0.13], [0.02, 0.11, -0.16], [0.02, -0.10, -0.20], [-0.05, 0.08, -0.09], [-0.07, 0.29, 0.23], [0.11, 0.14, 0.17], [-0.05, -0.09, -0.02], [0.01, 0.06, 0.05], [-0.10, -0.05, -0.05], [0.09, -0.08, 0.20], [-0.10, -0.05, -0.19], [0.07, -0.07, -0.20]], "lowdin_charge": [-0.130, -0.228, -0.226, -0.210, -0.178, -0.117, -0.056, -0.150, 0.003, -0.207, 0.054, -0.026, 0.043, -0.073, -0.140, -0.061, -0.290, 0.036, 0.040, -0.285, 0.055, 0.050, 1.002, -0.160, -0.191, -0.198, -0.151, -0.167, -0.100, -0.044, -0.245, -0.104, -0.092, 0.005, 0.026, -0.228, 0.066, 0.051, 0.071, 0.061, 0.101, 0.103, 0.112, 0.104, 0.115, 0.117, 0.112, 0.104, 0.121, 0.118, 0.127, 0.116, 0.127, 0.129, 0.135, 0.110, 0.103, 0.121, 0.103, 0.078, 0.082, 0.065, 0.098, -0.094, -0.322, -0.091, 0.077, 0.074, 0.069, 0.112, 0.108, 0.049, -0.093, -0.321, -0.100, 0.075, 0.074, 0.073, 0.113, 0.107, 0.079, -0.088, -0.311, -0.100, 0.059, 0.075, 0.074, 0.111, 0.108, 0.087, -0.096, -0.318, -0.084, 0.081, 0.077, 0.035, 0.113, 0.108, 0.079, -0.091, -0.322, -0.085, 0.079, 0.074, 0.054, 0.112, 0.106, 0.068, -0.093, -0.316, -0.108, 0.077, 0.075, 0.073, 0.113, 0.109, 0.089, -0.090, -0.332, -0.104, 0.076, 0.066, 0.072, 0.091, 0.116, 0.087], "homo_lumo_gap_ev": 7.167, "smiles": "CCCCCCC1=C(O)C(=O)c2cc(CCC(F)(F)C(F)(F)S(F)(F)(F)(F)F)c(NCC)c(O)c2C1=O.CCO.CCO.CCO.CCO.CCO.CCO.CCO", "spin_multiplicity": 1}



{"formula": "C36H68FN3O16P", "method": "ωB97M-V/def2-TZVPD", "species": ["C", "C", "N", "C", "C", "P", "O", "O", "O", "C", "C", "C", "O", "O", "C", "C", "C", "C", "C", "C", "C", "C", "O", "C", "N", "N", "F", "H", "H", "H", "H", "H", "H", "H", "H", "H", "H", "H", "H", "H", "H", "H", "H", "H", "H", "H", "H", "H", "H", "H", "H", "H", "H", "H", "H", "O", "C", "O", "C", "C", "C", "H", "H", "H", "H", "H", "H", "H", "H", "O", "C", "O", "C", "C", "C", "H", "H", "H", "H", "H", "H", "H", "H", "O", "C", "O", "C", "C", "C", "H", "H", "H", "H", "H", "H", "H", "H", "O", "C", "O", "C", "C", "C", "H", "H", "H", "H", "H", "H", "H", "H", "O", "C", "O", "C", "C", "C", "H", "H", "H", "H", "H", "H", "H", "H"], "xyz": [[3.473, 1.371, 4.317], [1.961, 1.590, 3.765], [1.014, 0.586, 4.349], [0.164, -0.034, 3.301], [0.476, -1.503, 2.981], [1.845, -2.544, 3.756], [2.821, -1.731, 4.621], [2.778, -3.126, 2.438], [1.174, -3.872, 4.566], [-0.516, -2.069, 1.888], [-0.479, -3.571, 1.379], [0.373, -3.806, 0.051], [1.510, -3.381, -0.177], [-0.226, -4.638, -0.954], [-1.512, -0.966, 1.437], [-2.563, -1.442, 0.300], [-1.759, -1.354, -1.092], [-1.823, 0.098, -1.792], [-0.484, 0.234, -2.715], [-0.111, -1.121, -3.494], [0.808, -0.915, -4.790], [2.360, -1.235, -4.576], [2.633, -2.395, -3.761], [3.685, -2.150, -2.800], [-1.670, 0.360, 1.829], [-0.848, 0.800, 2.766], [-1.013, 2.067, 3.186], [3.949, 0.418, 3.911], [3.404, 1.379, 5.468], [4.086, 2.298, 4.040], [1.642, 2.618, 4.184], [1.917, 1.685, 2.631], [0.433, 0.973, 5.103], [3.655, -3.425, 2.772], [1.483, -4.682, 4.092], [-1.549, -3.987, 1.322], [0.034, -4.181, 2.212], [-1.100, -4.208, -1.115], [-3.514, -0.792, 0.307], [-2.807, -2.539, 0.478], [-0.645, -1.514, -0.829], [-2.128, -2.129, -1.843], [-2.772, 0.275, -2.396], [-1.700, 0.919, -0.990], [-0.541, 1.149, -3.400], [0.384, 0.423, -1.977], [0.397, -1.807, -2.728], [-1.054, -1.693, -3.840], [0.598, 0.138, -5.194], [0.422, -1.636, -5.601], [2.870, -0.272, -4.219], [2.808, -1.460, -5.618], [3.725, -1.075, -2.415], [3.557, -2.828, -1.891], [4.702, -2.404, -3.272], [2.404, 1.745, -3.844], [2.237, 2.759, -4.487], [2.774, 2.875, -5.712], [2.467, 3.936, -6.634], [3.352, 5.141, -6.390], [1.515, 3.935, -3.893], [1.403, 4.184, -6.609], [2.667, 3.539, -7.632], [3.190, 5.563, -5.396], [3.155, 5.918, -7.132], [4.406, 4.859, -6.447], [2.223, 4.544, -3.326], [0.743, 3.562, -3.217], [1.004, 4.551, -4.629], [-5.619, -1.119, -0.154], [-6.413, -0.882, 0.737], [-7.495, -1.651, 0.893], [-8.378, -1.590, 2.026], [-9.447, -0.537, 1.824], [-6.247, 0.330, 1.611], [-7.819, -1.448, 2.954], [-8.852, -2.571, 2.099], [-9.015, 0.463, 1.736], [-10.149, -0.536, 2.661], [-9.999, -0.726, 0.902], [-6.706, 1.191, 1.122], [-5.179, 0.520, 1.741], [-6.659, 0.208, 2.610], [-9.734, -2.603, -0.339], [-9.366, -3.348, -1.221], [-10.235, -4.205, -1.783], [-9.962, -4.975, -2.963], [-9.268, -6.276, -2.614], [-7.922, -3.400, -1.635], [-9.407, -4.387, -3.697], [-10.932, -5.196, -3.415], [-8.296, -6.101, -2.149], [-9.118, -6.883, -3.510], [-9.864, -6.847, -1.898], [-7.385, -4.089, -0.981], [-7.496, -2.402, -1.529], [-7.775, -3.685, -2.675], [3.613, 8.096, -3.221], [4.663, 7.561, -2.948], [4.682, 6.287, -2.512], [5.873, 5.499, -2.362], [6.506, 5.722, -1.004], [5.952, 8.333, -2.994], [6.570, 5.677, -3.184], [5.560, 4.455, -2.444], [6.825, 6.759, -0.876], [7.376, 5.075, -0.874], [5.788, 5.510, -0.208], [6.095, 8.851, -2.044], [5.884, 9.069, -3.797], [6.822, 7.719, -3.216], [5.219, 0.864, 9.307], [5.588, 0.119, 8.428], [4.721, -0.740, 7.864], [4.999, -1.512, 6.684], [5.693, -2.812, 7.037], [7.034, 0.068, 8.020], [5.555, -0.924, 5.951], [4.031, -1.734, 6.230], [6.663, -2.635, 7.505], [5.847, -3.420, 6.143], [5.095, -3.382, 7.752], [7.569, -0.620, 8.677], [7.458, 1.068, 8.128], [7.186, -0.218, 6.981]], "forces_ev_per_angstrom": [[-0.80, 0.54, 0.04], [1.42, 1.81, 1.06], [-1.61, -0.87, -2.41], [2.05, 0.52, 2.73], [-4.86, 1.00, -3.84], [4.92, 0.65, 1.75], [-3.48, -2.18, -2.22], [-2.39, 0.28, 2.10], [0.97, 1.70, -2.58], [1.82, 3.70, 2.69], [-0.24, 0.33, 0.99], [2.48, 0.27, -2.47], [-3.94, -1.19, 1.67], [-0.24, 2.22, 2.18], [-1.06, -1.02, -0.88], [1.01, 0.62, 0.23], [0.05, 1.01, 0.16], [1.48, 0.00, 0.03], [0.11, -0.35, 0.60], [-0.29, -0.09, -0.01], [-0.63, -0.95, 0.00], [0.40, 1.11, -1.55], [0.12, 1.50, 0.84], [0.84, -0.35, 0.36], [0.85, -2.44, 0.15], [1.82, -4.79, -0.67], [0.17, -1.00, -0.33], [-0.71, 1.36, 0.73], [0.22, -0.36, -1.81], [-0.81, -1.38, 0.18], [0.46, -1.45, -0.85], [-0.02, -0.51, 1.43], [0.33, -0.12, -0.54], [-0.67, 0.46, -0.02], [-0.31, 0.55, 0.56], [1.68, 0.71, -0.19], [-0.70, 0.94, -1.37], [0.51, -0.78, -0.02], [1.54, -1.18, 0.02], [0.03, 1.55, 0.04], [-1.64, -0.06, -0.69], [0.56, 0.89, 1.16], [1.18, -0.41, 0.94], [-0.58, -1.25, -1.14], [-0.04, -1.37, 0.87], [-1.23, -0.09, -1.18], [-0.51, 0.82, -1.33], [1.25, 1.09, 0.57], [0.81, -1.46, 0.56], [0.53, 1.02, 1.24], [-0.68, -1.72, -0.18], [-0.71, 0.44, 1.44], [-0.25, -1.30, -0.68], [-0.07, 0.77, -1.36], [-1.31, 0.46, 0.63], [0.07, 0.66, -0.53], [0.13, -0.02, 0.47], [-0.06, -0.58, -0.10], [0.13, 0.33, -0.09], [0.07, 0.09, 0.25], [-0.65, 0.03, -0.08], [0.06, -0.02, 0.14], [0.01, -0.22, 0.24], [-0.08, 0.06, -0.08], [0.00, -0.07, 0.04], [-0.10, -0.04, -0.12], [-0.03, 0.03, -0.08], [0.26, -0.04, 0.07], [0.21, 0.15, 0.01], [-0.45, -0.15, 0.35], [-0.26, 0.12, -0.16], [0.86, -0.25, -0.06], [-0.52, 0.19, 0.15], [-0.02, 0.30, -0.13], [0.41, -0.04, 0.53], [0.11, 0.10, -0.12], [0.22, 0.06, -0.28], [0.00, -0.02, 0.16], [0.08, -0.02, -0.02], [0.08, -0.13, 0.19], [0.01, -0.06, 0.05], [-0.10, 0.09, -0.24], [-0.22, 0.09, -0.11], [-0.31, -0.79, -0.78], [0.18, 0.22, 0.52], [-0.49, 0.26, 0.01], [0.13, -0.26, -0.05], [0.15, -0.05, 0.15], [0.18, 0.47, -0.57], [0.05, 0.01, 0.13], [0.00, 0.19, 0.23], [-0.01, 0.01, -0.12], [-0.03, 0.04, 0.05], [-0.04, 0.06, -0.13], [-0.03, 0.05, -0.04], [-0.03, -0.22, 0.25], [-0.02, -0.26, 0.07], [0.48, -0.80, 0.22], [-0.31, 0.82, -0.03], [-0.49, -0.43, -0.24], [0.20, 0.00, 0.21], [0.03, 0.18, 0.11], [0.37, -0.01, -0.56], [-0.05, 0.11, 0.06], [-0.20, 0.19, -0.07], [0.07, -0.08, -0.06], [-0.06, 0.03, -0.02], [0.04, -0.07, -0.11], [0.01, -0.06, -0.05], [-0.16, 0.03, 0.24], [0.04, -0.02, 0.24], [-0.11, -0.56, -0.66], [0.20, 0.36, 0.72], [-0.49, 0.22, -0.06], [-0.01, -0.34, 0.05], [0.20, 0.02, 0.18], [0.24, 0.39, -0.50], [0.07, 0.02, 0.11], [0.24, 0.27, 0.37], [0.00, -0.04, -0.11], [-0.01, 0.03, 0.04], [-0.03, 0.06, -0.12], [-0.04, 0.02, -0.06], [-0.07, -0.16, 0.24], [0.03, -0.23, 0.07]], "lowdin_charge": [-0.091, -0.239, -0.018, -0.081, 0.009, 0.693, -0.314, -0.170, -0.150, 0.012, -0.026, -0.396, 0.106, 0.059, -0.095, -0.105, -0.195, -0.175, -0.198, -0.201, -0.156, -0.226, -0.224, -0.118, 0.205, -0.054, 0.142, 0.065, 0.093, 0.083, 0.124, 0.126, 0.136, 0.100, 0.092, 0.142, 0.124, 0.105, 0.103, 0.106, 0.101, 0.120, 0.121, 0.105, 0.105, 0.117, 0.098, 0.115, 0.109, 0.112, 0.092, 0.132, 0.094, 0.078, 0.098, 0.062, -0.511, 0.007, -0.221, -0.059, 0.025, 0.115, 0.125, 0.063, 0.087, 0.085, 0.094, 0.084, 0.078, 0.056, -0.510, -0.017, -0.220, -0.061, 0.019, 0.113, 0.122, 0.069, 0.088, 0.068, 0.104, 0.076, 0.075, 0.089, -0.490, 0.008, -0.228, -0.067, 0.016, 0.114, 0.125, 0.066, 0.083, 0.085, 0.102, 0.074, 0.074, 0.096, -0.530, -0.019, -0.232, -0.065, 0.011, 0.115, 0.121, 0.070, 0.084, 0.083, 0.099, 0.095, 0.072, 0.097, -0.531, -0.003, -0.248, -0.060, 0.008, 0.111, 0.075, 0.069, 0.077, 0.086, 0.098, 0.093, 0.069], "homo_lumo_gap_ev": 5.331, "total_charge": 1, "spin_multiplicity": 1}